(1)
Computed, not measured: C6H17N3 as an isolated structure, with wB97M-V/def2-TZVPD.

Atoms and positions in Å:
C (0.47839, 0.60491, 1.30907)
C (0.84752, 0.39006, -0.10095)
C (-1.40071, -0.22660, -0.88670)
C (0.31186, 0.50034, -2.43875)
C (1.43582, 1.46406, 2.06633)
C (-2.63863, 0.33613, -1.58121)
N (-0.21409, 0.60051, -1.08777)
N (0.40113, -1.25452, 2.30649)
N (0.74578, -2.23097, 1.33797)
H (1.20842, -1.11987, 2.91239)
H (-0.31737, -0.27606, 1.84822)
H (-0.04306, -2.84704, 1.18599)
H (1.55916, -2.76525, 1.62273)
H (1.72994, 0.96932, -0.40195)
H (1.20454, -0.67382, -0.12698)
H (-1.60481, -0.27503, 0.18255)
H (-1.22166, -1.26535, -1.21902)
H (0.65291, -0.52068, -2.69255)
H (-0.44348, 0.79709, -3.16555)
H (1.16112, 1.17648, -2.55303)
H (2.49277, 1.26356, 1.83809)
H (1.24337, 2.49651, 1.75223)
H (1.28134, 1.42160, 3.14527)
H (-3.51751, -0.25588, -1.31962)
H (-2.54317, 0.32440, -2.66769)
H (-2.80959, 1.36611, -1.26555)

Calculated values
* highest occupied orbital energy: -0.2746 hartree
* energy relative to the best compared isomer or geometry (same formula, charge and spin): 123.1 kcal per mole
* LUMO: 1.016 eV

Here are the Löwdin charges for atoms 1 to 6, given in e: number 1, C, carries -0.16; number 2, C, carries -0.26; number 3, C, carries -0.28; number 4, C, carries -0.11; number 5, C, carries -0.13; number 6, C, carries -0.09

---

(2)
Computed, not measured: C36H31Cl2F4Ge2NSn as an isolated structure, with wB97M-V/def2-TZVPD.

Atoms and positions in Å:
Sn (0.39257, 3.16178, 1.42452)
F (2.90177, 2.60800, -0.12592)
C (1.99689, 1.94262, 0.62009)
F (2.66693, 1.36419, 1.68047)
F (1.38650, 0.87443, -0.09088)
C (0.71971, 5.19359, 0.99199)
C (0.70842, 6.24470, 0.39842)
C (0.88474, 7.56876, -0.11004)
C (1.58300, 7.67359, -1.35436)
C (1.76427, 8.89538, -1.93996)
C (1.32816, 10.06081, -1.28722)
C (0.65320, 9.97088, -0.07117)
C (0.40236, 8.72733, 0.50657)
H (2.03727, 6.74921, -1.69063)
H (2.22375, 8.94198, -2.93989)
H (1.62716, 11.01630, -1.76222)
H (0.17665, 10.89819, 0.34698)
H (-0.22402, 8.65207, 1.37088)
Cl (-0.03100, -0.36242, 2.41745)
C (0.43736, 0.42707, 3.87998)
C (0.99429, -0.46554, 4.84624)
C (1.46734, -0.02079, 6.07646)
C (1.29228, 1.35322, 6.40048)
C (0.70684, 2.29489, 5.59974)
Cl (0.48695, 3.88814, 6.12915)
C (0.40918, 1.84756, 4.20541)
N (0.04143, 2.77834, 3.36941)
H (1.10998, -1.48607, 4.47692)
H (1.65968, -0.73945, 6.85035)
H (1.62625, 1.66546, 7.37057)
F (-4.32659, 0.45099, -1.50697)
C (-3.45232, 1.20986, -0.81359)
C (-2.60972, 2.17432, -1.46796)
C (-1.61795, 2.81565, -0.73325)
C (-1.52086, 2.57283, 0.62979)
C (-2.39390, 1.70496, 1.25498)
C (-3.35512, 0.97397, 0.54169)
H (-2.62052, 2.23813, -2.52961)
H (-0.84347, 3.53415, -1.13172)
H (-2.44627, 1.79154, 2.32931)
H (-4.11441, 0.39555, 1.10824)
C (-2.09347, -6.21516, -1.73042)
Ge (-2.37767, -4.39383, -0.95035)
C (-2.60579, -4.56512, 1.00293)
C (-4.08161, -3.53454, -1.62648)
Ge (-0.37827, -2.95892, -1.33822)
C (1.14521, -3.80573, -0.33402)
C (2.09333, -2.98842, 0.27693)
C (2.96221, -3.54861, 1.20713)
C (2.90293, -4.96012, 1.43784)
C (2.00283, -5.75553, 0.75726)
C (1.13733, -5.16775, -0.15664)
C (0.31708, -3.06814, -3.26092)
C (1.51829, -2.48652, -3.65932)
C (2.16382, -2.78752, -4.84958)
C (1.50253, -3.64757, -5.75296)
C (0.28608, -4.20865, -5.38400)
C (-0.33145, -3.83628, -4.18546)
H (-3.03633, -6.67365, -2.08279)
H (-1.79776, -6.87155, -0.85472)
H (-1.29042, -6.30341, -2.50261)
H (-3.43196, -5.30163, 1.21315)
H (-2.88624, -3.56782, 1.42641)
H (-1.69196, -4.83674, 1.46015)
H (-4.84886, -3.61777, -0.83676)
H (-4.43753, -4.10145, -2.44720)
H (-4.00962, -2.47802, -1.80260)
H (2.09101, -1.92009, 0.13130)
H (3.62242, -2.88068, 1.78991)
H (3.54254, -5.43705, 2.18844)
H (1.86544, -6.81288, 1.04617)
H (0.41857, -5.80604, -0.61077)
H (1.99852, -1.74023, -2.98790)
H (3.10055, -2.33914, -5.11831)
H (2.01438, -3.82787, -6.71692)
H (-0.17612, -4.92947, -6.01945)
H (-1.33879, -4.21234, -3.99989)

Calculated values
* highest occupied orbital energy (spin up / spin down): -0.1232 / -0.1232 hartree
* 2S+1: 2
* energy relative to the best compared isomer or geometry (same formula, charge and spin): 17.4 kcal per mole
* LUMO (spin up / spin down): 2.328 / 0.863 eV
* charge: -1

Here are the Löwdin charges for atoms 1 to 6, given in e: number 1, Sn, carries 1.23; number 2, F, carries 0.06; number 3, C, carries -0.59; number 4, F, carries 0.02; number 5, F, carries -0.05; number 6, C, carries -0.10

---

(3)
Computed, not measured: a 2-piece molecular cluster, C5H8O overall, with wB97M-V/def2-TZVPD.

Atoms and positions in Å:
C (0.37679, 1.70552, 0.29208)
C (-0.20427, 0.80986, -0.80459)
C (0.33416, -0.59332, -0.76027)
C (-0.41331, -1.69272, -0.80530)
C (-0.54339, -1.10091, 2.48526)
O (0.18303, -1.94940, 2.69195)
H (-0.16104, 2.65535, 0.36401)
H (0.31532, 1.21604, 1.26855)
H (1.42984, 1.93655, 0.10079)
H (-1.29765, 0.78109, -0.72631)
H (0.03432, 1.24800, -1.78330)
H (1.41820, -0.69195, -0.66789)
H (-1.49765, -1.63833, -0.89018)
H (0.02566, -2.68579, -0.76480)

Calculated values
* highest occupied orbital energy: -0.3553 hartree
* energy relative to the best compared isomer or geometry (same formula, charge and spin): 24.8 kcal per mole
* LUMO: 1.242 eV

Here are the Löwdin charges for atoms 1 to 6, given in e: number 1, C, carries -0.12; number 2, C, carries -0.27; number 3, C, carries -0.22; number 4, C, carries -0.03; number 5, C, carries 0.01; number 6, O, carries 0.02

---

(4)
Computed, not measured: H28KrO14 as an isolated structure, with wB97M-V/def2-TZVPD.

Atoms and positions in Å:
Kr (11.91293, 15.91127, 2.10261)
O (9.62680, 17.48095, -0.92814)
H (8.90870, 17.65939, -1.53537)
H (9.19923, 17.35600, -0.08091)
O (10.50875, 18.98315, 1.63908)
H (9.82857, 18.32390, 1.50132)
H (10.72937, 19.28791, 0.75892)
O (14.21717, 18.11689, -0.77286)
H (13.95032, 17.21670, -0.95904)
H (15.11590, 18.03946, -0.45270)
O (10.40022, 12.30517, 2.44339)
H (9.60603, 12.08428, 2.92991)
H (10.99240, 12.66748, 3.10240)
O (14.97656, 16.77597, 2.91984)
H (15.84436, 17.14435, 3.08553)
H (14.39130, 17.53338, 2.91469)
O (11.97545, 13.03396, 4.71188)
H (11.72431, 12.39105, 5.37507)
H (11.86263, 13.88075, 5.14368)
O (11.19448, 14.82375, -1.36044)
H (10.54912, 14.97316, -0.66950)
H (12.00981, 15.18112, -1.00863)
O (9.24398, 14.03027, 0.64937)
H (8.49221, 13.49436, 0.39663)
H (9.81934, 13.42885, 1.12213)
O (9.85929, 18.30161, 4.40699)
H (10.07129, 18.26618, 3.47424)
H (10.65774, 18.00826, 4.84589)
O (15.14785, 14.21877, 1.40614)
H (16.07588, 13.98724, 1.44330)
H (15.04118, 14.89133, 2.07884)
O (14.80714, 14.92623, 4.71427)
H (13.99193, 14.43351, 4.61997)
H (14.68855, 15.69534, 4.15693)
O (13.26347, 19.07389, 2.32927)
H (12.33427, 18.86544, 2.23245)
H (13.40280, 19.82356, 1.75065)
O (14.00619, 15.30755, -0.95525)
H (14.29630, 14.83404, -1.73490)
H (14.60336, 15.02087, -0.26429)
O (8.55624, 16.86046, 1.57602)
H (7.82891, 16.89696, 2.19722)
H (8.77743, 15.93086, 1.51982)

Calculated values
* highest occupied orbital energy: -0.3601 hartree
* energy relative to the best compared isomer or geometry (same formula, charge and spin): 12.9 kcal per mole
* LUMO: -0.101 eV

Here are the Löwdin charges for atoms 1 to 6, given in e: number 1, Kr, carries 0.39; number 2, O, carries -0.04; number 3, H, carries 0.05; number 4, H, carries -0.03; number 5, O, carries -0.08; number 6, H, carries -0.02

---

(5)
Computed, not measured: a 2-piece molecular cluster, C10H24N3 overall, with wB97M-V/def2-TZVPD.

Atoms and positions in Å:
C (1.88450, -1.11352, 0.13913)
C (0.66877, -1.27565, -0.43059)
C (-0.39075, -2.99523, -2.04576)
C (0.93056, 2.08215, 3.08546)
C (-1.04845, 1.80714, -1.94890)
C (-0.97761, -0.38181, 1.85416)
C (0.04739, -2.73179, -0.61714)
C (1.01378, 1.04759, 1.90991)
C (-0.16463, -0.12587, -0.67965)
C (0.16339, 1.00497, -1.68284)
N (0.27661, 0.06866, -2.70289)
N (-1.11973, 1.91338, 1.32264)
N (-0.30849, 0.70782, 1.28124)
H (2.39124, -0.14351, 0.09648)
H (2.49817, -1.97387, 0.34833)
H (-0.83031, -3.96834, -2.12025)
H (-1.05785, -2.31768, -2.49602)
H (0.42033, -2.88086, -2.72657)
H (0.38100, 1.57562, 3.93419)
H (1.94955, 2.10912, 3.52758)
H (0.37497, 2.98116, 2.70983)
H (-1.90162, 1.24128, -2.19829)
H (-1.27419, 2.59980, -1.14398)
H (-0.89317, 2.40091, -2.81365)
H (-2.03916, -0.42530, 1.52477)
H (-0.58914, -1.38049, 1.75489)
H (-0.94664, -0.20541, 2.99644)
H (-0.69256, -2.85668, 0.10927)
H (0.86032, -3.53252, -0.32976)
H (1.57940, 0.10343, 2.07873)
H (1.58581, 1.62140, 1.22376)
H (-1.20664, -0.35656, -0.82869)
H (1.11247, 1.62491, -1.61423)
H (-0.46987, -0.05806, -3.35120)
H (1.14536, -0.22715, -3.08571)
H (-1.89379, 1.90749, 0.69017)
H (-1.47902, 2.15347, 2.22912)

Calculated values
* highest occupied orbital energy (spin up / spin down): -0.3534 / -0.4461 hartree
* 2S+1: 3
* energy relative to the best compared isomer or geometry (same formula, charge and spin): 4.8 kcal per mole
* LUMO (spin up / spin down): -2.249 / -7.189 eV
* charge: +1

Here are the Löwdin charges for atoms 1 to 6, given in e: number 1, C, carries 0.02; number 2, C, carries -0.35; number 3, C, carries -0.10; number 4, C, carries -0.06; number 5, C, carries -0.06; number 6, C, carries -0.07

---

(6)
Computed, not measured: C28H26N7S2Tc as an isolated structure, with wB97M-V/def2-TZVPD.

Atoms and positions in Å:
Tc (0.37718, 0.04496, 0.16539)
C (-1.06380, 2.55316, -0.91019)
N (-1.47944, 1.11645, -0.79340)
C (-2.44357, 1.03998, 0.35245)
C (-2.51600, -0.34781, 0.94489)
N (-1.18400, -0.75279, 1.52412)
C (-1.07224, -0.14581, 2.87901)
C (-1.13014, -2.22268, 1.62669)
C (-1.93930, -2.89201, 2.53671)
C (-1.90568, -4.27371, 2.62891)
C (-1.06099, -5.00084, 1.80275)
C (-0.27011, -4.34431, 0.87933)
C (-0.29989, -2.95316, 0.77654)
S (0.65731, -2.19900, -0.49091)
C (-2.14833, 0.74972, -2.07392)
C (-2.83250, 1.74821, -2.76683)
C (-3.40332, 1.52874, -4.00933)
C (-3.27115, 0.29124, -4.61662)
C (-2.62351, -0.71707, -3.93577)
C (-2.11231, -0.53731, -2.63742)
S (-1.69068, -2.01875, -1.83722)
H (-1.91926, 3.21982, -0.80836)
H (-0.59933, 2.72347, -1.87688)
H (-0.36405, 2.79448, -0.12608)
H (-3.43500, 1.36277, 0.02453)
H (-2.09760, 1.75524, 1.10020)
H (-2.77500, -1.07742, 0.18274)
H (-3.27341, -0.37856, 1.73265)
H (-1.86417, -0.50856, 3.53213)
H (-1.14918, 0.93280, 2.80112)
H (-0.10971, -0.38674, 3.32046)
H (-2.61386, -2.34213, 3.17867)
H (-2.54072, -4.77856, 3.34354)
H (-1.02802, -6.07976, 1.86892)
H (0.37413, -4.90467, 0.21420)
H (-2.93531, 2.73778, -2.35066)
H (-3.92714, 2.33622, -4.50206)
H (-3.67433, 0.10874, -5.60322)
H (-2.52987, -1.70062, -4.37587)
C (3.61201, -1.23710, 2.87011)
C (4.72866, -0.68490, 2.26618)
C (4.58586, -0.03598, 1.05198)
C (3.32511, 0.07068, 0.48333)
N (2.23930, -0.42675, 1.10361)
C (2.38585, -1.08464, 2.25360)
C (3.08829, 0.64857, -0.85755)
C (4.10175, 1.11275, -1.68253)
C (3.79231, 1.52241, -2.96861)
C (2.48144, 1.44421, -3.41049)
C (1.51664, 0.99809, -2.53006)
N (1.80895, 0.63011, -1.27872)
H (3.67967, -1.77484, 3.80434)
H (5.70380, -0.77089, 2.72514)
H (5.45137, 0.37559, 0.55650)
H (1.48722, -1.51431, 2.67293)
H (5.12405, 1.14428, -1.33933)
H (4.57285, 1.88425, -3.62365)
H (2.20270, 1.72791, -4.41464)
H (0.47610, 0.91419, -2.81778)
N (-0.00724, 5.76718, 2.76727)
C (0.58258, 4.77819, 2.69976)
N (1.29394, 3.65481, 2.66056)
C (0.94364, 2.66946, 1.96929)
N (0.69748, 1.70518, 1.33753)

Calculated values
* highest occupied orbital energy (spin up / spin down): -0.3634 / -0.3945 hartree
* 2S+1: 4
* energy relative to the best compared isomer or geometry (same formula, charge and spin): 9.2 kcal per mole
* LUMO (spin up / spin down): -3.709 / -4.280 eV
* charge: +1

Here are the Löwdin charges for atoms 1 to 6, given in e: number 1, Tc, carries 1.25; number 2, C, carries -0.08; number 3, N, carries -0.20; number 4, C, carries -0.16; number 5, C, carries -0.16; number 6, N, carries -0.25

---

(7)
Computed, not measured: one molecule with the formula C4H8O3, with wB97M-V/def2-TZVPD.

Atoms and positions in Å:
O (-0.50017, 1.24564, -0.92429)
C (0.24315, 0.75273, -0.09315)
C (0.25269, 1.59845, 1.25482)
O (-0.70467, 2.60243, 1.08753)
C (0.86444, -0.55426, -0.64703)
C (-0.23020, -1.62032, -0.81231)
O (-0.67280, -1.95695, 0.48570)
H (-0.01264, 1.00012, 2.13978)
H (1.22438, 2.08292, 1.45987)
H (-1.06804, 2.42211, 0.19662)
H (1.18041, -0.29356, -1.66859)
H (1.71549, -0.98359, -0.11433)
H (-1.05795, -1.24383, -1.43587)
H (0.18915, -2.49449, -1.33996)
H (-1.42324, -2.55739, 0.41121)

Calculated values
* highest occupied orbital energy: -0.3741 hartree
* energy relative to the best compared isomer or geometry (same formula, charge and spin): 43.7 kcal per mole
* LUMO: 0.695 eV
* SMILES string: O=C(CO)CCO

Here are the Löwdin charges for atoms 1 to 6, given in e: number 1, O, carries 0.05; number 2, C, carries -0.26; number 3, C, carries -0.17; number 4, O, carries -0.08; number 5, C, carries -0.09; number 6, C, carries -0.27